Entry 1:
# C3H20B2ClN6O3V

A structure of composition C3H20B2ClN6O3V (ωB97M-V/def2-TZVPD, the OMol25 dataset).

Geometry as ORCA input:
```
! RIJCOSX wB97M-V def2-TZVPD def2/J DEFGRID3
* xyz -1 4
V -0.0068 0.9552 -0.2400
B -0.7162 0.2882 -2.3458
H -0.5892 -0.4998 -1.5560
H -1.1104 -0.1204 -3.3465
H -1.3893 1.0668 -1.8861
H 0.3001 0.7567 -2.4605
B 1.1653 1.2524 1.9251
H 1.7830 1.1890 0.9865
H 0.1063 0.9552 1.6866
H 1.6537 0.7322 2.8334
H 1.0746 2.3585 2.2412
Cl 0.7158 3.2118 -1.1505
C -0.1956 -1.9389 1.4577
O -0.8119 -1.1311 0.7553
N 0.1090 -1.7974 2.7620
N 0.5711 -2.9054 0.8515
H 0.4350 -2.6300 3.2209
H -0.1602 -1.0469 3.3726
H 0.2664 -2.9222 -0.1160
H 1.5650 -2.7865 0.9658
C 2.7820 -0.5676 -1.6114
O 1.9363 -0.1059 -0.8623
N 4.0910 -0.5982 -1.2174
N 2.5245 -1.0814 -2.8370
H 4.8112 -0.2651 -1.8343
H 4.1663 -0.3102 -0.2520
H 1.5898 -0.8432 -3.1496
H 3.2303 -1.5717 -3.3459
C -3.2267 1.3697 0.6104
O -2.0271 1.4658 0.4201
N -3.7843 0.8305 1.7363
N -4.1079 1.8147 -0.3164
H -3.1630 0.3745 2.3799
H -4.7440 0.5542 1.6481
H -5.0752 1.5609 -0.2562
H -3.7687 2.3856 -1.0694
*
```

The calculation puts the LUMO energy (spin up / spin down) at 2.762 / 2.757 eV.


Entry 2:
# C9H9AuF3I2LuO7S2

A structure of composition C9H9AuF3I2LuO7S2 (ωB97M-V/def2-TZVPD, the OMol25 dataset).

Geometry as ORCA input:
```
! RIJCOSX wB97M-V def2-TZVPD def2/J DEFGRID3
* xyz 4 3
I -1.2595 -1.4464 3.6636
I -3.0421 -3.6457 3.5291
Lu 0.2129 -0.5160 1.3641
Au 0.8360 1.3249 -1.3813
S -0.9543 1.5149 0.1290
C 1.4518 1.2037 -3.2521
C 2.8222 1.1430 -1.4488
C -2.5678 1.0651 -0.7104
C -3.3998 0.2666 0.2925
C -2.3096 0.2605 -1.9766
C -3.2386 2.4008 -1.0371
C 1.8600 -2.2681 0.7158
C -0.6685 -2.2249 -0.1302
O 3.9096 1.1078 -1.8103
O 1.8390 1.1349 -4.3350
O 2.1967 -3.3069 0.3448
O -1.1058 -3.0798 -0.7703
H -4.3922 0.0882 -0.1413
H -3.5193 0.8190 1.2330
H -2.9516 -0.7105 0.5179
H -3.2747 0.0880 -2.4771
H -1.8573 -0.7098 -1.7413
H -1.6423 0.8117 -2.6509
H -4.2176 2.2169 -1.4950
H -2.6297 2.9848 -1.7357
H -3.3847 2.9926 -0.1259
F 5.6478 -1.1890 2.2039
C 4.3844 -0.8693 2.5484
F 3.6930 -2.0184 2.7940
F 4.4004 -0.1354 3.6794
S 3.4948 0.0477 1.2065
O 4.0859 1.3427 1.0657
O 3.4614 -0.8446 0.0638
O 2.1195 0.1509 1.8679
*
```

The calculation puts the LUMO energy (spin up / spin down) at -17.940 / -18.528 eV.


Entry 3:
# C2H4NP

The molecule C2H4NP (ωB97M-V/def2-TZVPD, the OMol25 dataset).

Geometry as ORCA input:
```
! RIJCOSX wB97M-V def2-TZVPD def2/J DEFGRID3
* xyz 0 1
C -0.1611 -0.3783 1.2055
C 0.0617 1.0019 0.5601
N -0.7962 0.4272 -0.5151
P -0.0295 -1.0212 -0.4337
H -0.4053 1.8226 1.1070
H 1.0618 1.3010 0.2326
H 1.1036 -1.1055 -1.2704
H -0.8351 -2.0477 -0.8860
*
```

The calculation puts the LUMO energy at 0.117 eV.


In eV, the energy relative to the best compared isomer or geometry (same formula, charge and spin) values for the records above are, in order, 1.395; 0.008; 4.522.
In eV Å⁻¹, the maximum force values for the records above are, in order, 3.381; 7.408; 1.755.
In eV, the DFT total energy values for the records above are, in order, -58083.78647; -107098.27687; -12912.00726.